[1]
This record from OMol25 describes one molecule with the formula C5H5BrIN. The level of theory is ωB97M-V/def2-TZVPD.

Strongest force on any atom, eV Å⁻¹: 4.56
Electronic energy, Eh: -3119.91717
SMILES: Br[C@]1(I)C=CCC=N1
M, g mol⁻¹: 285.91
Energy relative to the best compared isomer or geometry (same formula, charge and spin), eV: 1.119
E_LUMO, eV: -0.54
Kohn-Sham gap, eV: 8.670

```
! RIJCOSX wB97M-V def2-TZVPD def2/J DEFGRID3
* xyz 0 1
Br -1.7295 2.2474 0.5827
C -1.1783 0.5405 -0.2677
I -3.1067 -0.3000 -1.4034
C -0.9754 -0.4735 0.7818
C 0.3213 -0.8490 0.9559
C 1.3792 -0.2628 0.1482
C 0.9449 0.4987 -1.0464
N -0.2409 0.9526 -1.2448
H -1.7613 -1.0350 1.1353
H 0.5751 -1.7373 1.5841
H 1.9609 0.6701 0.6309
H 2.1351 -1.1170 -0.1156
H 1.6757 0.8653 -1.7409
*
```

Atom charges from the Löwdin analysis, given in e for atoms 1 to 2:
1. Br 0.6205
2. C -1.0980

[2]
This record from OMol25 describes C3H4O3Zn as an isolated structure. The level of theory is ωB97M-V/def2-TZVPD.

Strongest force on any atom, eV Å⁻¹: 1.95
Electronic energy, Eh: -2121.60915
M, g mol⁻¹: 153.45
Energy relative to the best compared isomer or geometry (same formula, charge and spin), eV: 1.155
E_LUMO (alpha / beta), eV: 0.16 / 0.16
Kohn-Sham gap (alpha / beta), eV: 7.051 / 7.050

```
! RIJCOSX wB97M-V def2-TZVPD def2/J DEFGRID3
* xyz 0 1
O -0.8233 1.4378 -0.2765
C -1.8038 0.5363 0.0191
C -1.3079 -0.8758 0.0373
O -0.1887 -1.1425 -0.4019
Zn 0.7947 0.6251 -0.5116
H -2.6562 0.5357 -0.6999
H -2.2883 0.6865 1.0122
H -2.0098 -1.6909 0.2891
C 2.6666 0.6612 0.3327
O 3.3372 -0.4201 -0.0118
H 4.2795 -0.3533 0.2113
*
```

Atom charges from the Löwdin analysis, given in e for atoms 1 to 2:
1. O -0.3276
2. C -0.3598

[3]
This record from OMol25 describes CaHg4O8P2 as an isolated structure. The level of theory is ωB97M-V/def2-TZVPD.

Strongest force on any atom, eV Å⁻¹: 6.08
Electronic energy, Eh: -2573.41402
M, g mol⁻¹: 1032.38
E_LUMO (alpha / beta), eV: -22.05 / -22.06
Kohn-Sham gap (alpha / beta), eV: 5.392 / 5.204

```
! RIJCOSX wB97M-V def2-TZVPD def2/J DEFGRID3
* xyz 5 2
Hg -2.6332 2.9027 0.2331
Hg -0.5285 -1.5781 -2.0615
Hg -2.8316 -0.0267 2.8812
Hg 0.9812 1.5924 -1.2306
Ca 1.3949 -0.7312 2.1609
P -1.1809 0.4931 0.6120
O -0.7185 -0.2833 1.9850
O -2.6072 0.8869 0.8769
O -0.8504 0.1823 -0.8530
O -0.5452 1.8328 0.4993
P 1.8971 -1.1114 -0.9703
O 1.2931 -0.3339 -2.2707
O 1.8894 -0.0156 0.0776
O 3.3844 -1.3876 -1.1753
O 1.0553 -2.4226 -0.7646
*
```

Atom charges from the Löwdin analysis, given in e for atoms 1 to 2:
1. Hg 1.6661
2. Hg 1.4712

[4]
This record from OMol25 describes a 5-piece molecular cluster, C34H52F12N2O12P2S overall. The level of theory is ωB97M-V/def2-TZVPD.

Strongest force on any atom, eV Å⁻¹: 3.30
Electronic energy, Eh: -4618.38386
SMILES: CCCCN[C@H](O[C@@H]([PH2]=S)[C@@H](Cc1cccc(C)c1)NCC(=O)O)P(C)O.CCOC(=O)C(F)(F)F.CCOC(=O)C(F)(F)F.CCOC(=O)C(F)(F)F.CCOC(=O)C(F)(F)F
M, g mol⁻¹: 1002.78
E_LUMO, eV: -0.13
Kohn-Sham gap, eV: 8.125

```
! RIJCOSX wB97M-V def2-TZVPD def2/J DEFGRID3
* xyz 0 1
C 1.0290 -4.0214 1.7831
C 1.8319 -2.8869 2.5455
C 0.8478 -2.0092 3.4603
C 0.8257 -0.4845 3.0014
N 0.3040 -0.3803 1.6285
C 0.2899 0.9842 1.0976
O 1.2707 1.8715 1.6472
C 2.3542 2.1266 0.7447
P 2.9193 3.9086 1.0846
S 4.1212 4.4736 -0.3564
C 3.5620 1.0817 0.9080
C 4.1810 0.6290 -0.4654
C 3.3138 -0.3858 -1.2714
C 2.0289 -0.1085 -1.9073
C 1.2623 -1.1185 -2.6677
C 1.7988 -2.4699 -2.8552
C 3.1003 -2.7616 -2.2399
C 3.6729 -4.2190 -2.4850
C 3.8442 -1.7623 -1.4541
N 4.6488 1.8584 1.6125
C 4.5756 1.6866 3.0799
C 5.6662 0.7178 3.6768
O 5.4514 0.1875 4.7371
O 6.9037 0.4748 3.0661
P -1.4277 1.7807 1.3457
C -2.5788 0.6121 0.4395
O -1.3831 3.2463 0.4880
H 1.1213 -3.8929 0.6637
H 1.3925 -5.0597 2.0030
H -0.0773 -3.9590 1.9899
H 2.7057 -3.2815 3.1352
H 2.2844 -2.2145 1.7589
H -0.1764 -2.4499 3.5311
H 1.3445 -1.9917 4.4763
H 0.1229 0.0552 3.6862
H 1.8767 -0.1174 3.1428
H 0.7542 -1.0275 0.9807
H 0.3891 0.8804 -0.0275
H 2.0787 2.1224 -0.3411
H 1.7540 4.7436 0.9936
H 3.4724 4.0556 2.3847
H 3.2986 0.2274 1.5879
H 5.1445 0.0892 -0.2137
H 4.4806 1.4900 -1.1188
H 1.5637 0.8996 -1.8391
H 0.2792 -0.8126 -3.0954
H 1.2050 -3.1892 -3.4636
H 2.9585 -4.9253 -1.9982
H 3.7517 -4.3748 -3.5975
H 4.6980 -4.2251 -2.0375
H 4.8236 -2.0586 -0.9967
H 5.5638 1.5407 1.2830
H 4.8149 2.6995 3.5339
H 3.5401 1.4415 3.4243
H 6.8182 -0.3029 2.4861
H -3.3775 0.2054 1.1047
H -1.9727 -0.2248 -0.0211
H -3.0716 1.1198 -0.4449
H -1.7218 3.0612 -0.4112
C -2.2242 1.1021 -7.5347
C -3.1016 2.1948 -6.9591
O -3.1227 2.1310 -5.5223
C -2.0795 2.6863 -4.8960
O -1.1548 3.2128 -5.4428
C -2.2621 2.5891 -3.3808
F -2.6699 1.3669 -2.9892
F -3.1845 3.4609 -2.9317
F -1.1288 2.8472 -2.7093
H -2.5396 0.1241 -7.1658
H -2.2736 1.1030 -8.6241
H -1.1829 1.2354 -7.2362
H -4.1306 2.0528 -7.2910
H -2.7878 3.1843 -7.2969
C -5.9290 2.6575 -0.1963
C -6.1648 1.6658 0.9250
O -7.5490 1.2807 0.9824
C -7.9277 0.3396 0.1136
O -7.1986 -0.1787 -0.6871
C -9.4098 -0.0038 0.3251
F -10.1737 1.0928 0.4636
F -9.5937 -0.7388 1.4353
F -9.9375 -0.7080 -0.6941
H -6.5966 3.5153 -0.0949
H -4.8963 3.0090 -0.1885
H -6.1336 2.2073 -1.1696
H -5.9299 2.1336 1.8817
H -5.5234 0.7886 0.8289
C -8.4462 -1.9312 -2.8807
C -9.0278 -1.0828 -3.9915
O -8.6511 -1.5950 -5.2824
C -9.3742 -2.6237 -5.7391
O -10.2861 -3.1312 -5.1526
C -8.8957 -3.0268 -7.1349
F -7.5537 -3.0985 -7.2139
F -9.2919 -2.1402 -8.0679
F -9.3678 -4.2221 -7.5095
H -7.3637 -2.0195 -2.9931
H -8.6637 -1.4972 -1.9123
H -8.8522 -2.9449 -2.9055
H -8.6245 -0.0710 -3.9294
H -10.1138 -1.0019 -3.9105
C 9.7969 -0.9515 5.4224
C 8.9378 0.1457 6.0168
O 8.9458 0.0768 7.4534
C 10.0052 0.6231 8.0604
O 10.9222 1.1458 7.4943
C 9.8542 0.5225 9.5792
F 9.4475 -0.6985 9.9719
F 8.9468 1.4016 10.0443
F 11.0020 0.7716 10.2224
H 9.4823 -1.9282 5.7959
H 9.7262 -0.9480 4.3339
H 10.8448 -0.8261 5.7010
H 7.9023 0.0099 5.7034
H 9.2515 1.1339 5.6745
*
```

Atom charges from the Löwdin analysis, given in e for atoms 1 to 2:
1. C -0.1175
2. C -0.2365